Entry from OMol25: a 13-piece molecular cluster, C6H39NO12S overall at a distorted geometry (ωB97M-V/def2-TZVPD).

Calculated values
orbital gap = 8.772 eV
lowest unoccupied orbital energy = -0.18 eV
HOMO = -9.0 eV

XYZ file:
```
59
Properties=species:S:1:pos:R:3:forces:R:3
C 0.53755 -1.14824 -0.10162 1.83 0.42 1.77
N -0.20201 -2.06699 0.76301 -0.67 -0.54 -0.78
C -1.08794 -1.50130 1.77173 0.05 -0.69 -0.17
C -0.41244 -1.17755 3.08245 -0.17 1.11 1.53
S -0.03721 -2.43660 4.35499 0.31 -0.22 -0.52
C -0.15875 -0.45134 -1.24800 -0.33 -1.63 -0.84
C 0.48322 -0.52617 -3.73629 0.95 0.25 1.49
C -0.17014 -1.28052 -2.59017 -0.20 0.10 1.13
H 0.95118 -0.44314 0.64583 -0.23 0.33 -0.55
H 1.46840 -1.65009 -0.39797 -0.29 -0.14 -0.40
H -0.79453 -2.67490 0.20383 0.28 -0.11 -0.15
H -1.67733 -0.62423 1.48046 0.35 0.32 -0.36
H -1.85644 -2.26916 1.87535 -0.07 0.01 0.57
H 0.52120 -0.61269 3.02836 0.05 -0.19 -0.65
H -1.04692 -0.48306 3.64459 -0.24 0.01 -0.33
H -0.94495 -3.30991 3.94668 -0.31 -0.35 -0.01
H 0.31629 0.49040 -1.51057 -0.45 0.46 0.59
H -1.19670 -0.46391 -0.92293 -0.16 1.29 -0.08
H 0.65802 -1.12413 -4.62058 -0.45 0.23 -0.42
H -0.02558 0.43344 -3.83145 -0.33 -0.20 -0.81
H 1.47310 -0.20636 -3.37978 0.13 -0.22 -0.15
H -1.21566 -1.48441 -2.79629 -0.06 -0.26 -0.37
H 0.29824 -2.23435 -2.33714 0.09 -0.12 -0.52
H -3.46575 0.04117 0.08590 0.07 0.69 -0.59
H -4.07365 -0.43359 -1.30449 0.12 0.66 0.51
O -3.82495 -0.69534 -0.40775 -0.33 -1.12 -0.26
H 1.01260 1.87537 3.20540 -0.17 0.76 -0.28
H -0.26892 2.60720 3.64037 -0.21 0.21 0.08
O 0.51452 2.73307 3.10168 0.23 -0.94 0.22
H 2.96732 -3.52364 -2.01382 1.30 0.44 0.83
H 3.08237 -3.77711 -0.55634 0.26 -0.04 0.50
O 3.61600 -3.38269 -1.26706 -1.66 -0.29 -1.03
H 4.46795 0.07031 0.19849 0.78 0.37 -0.45
H 3.78317 -1.30722 -0.04584 0.06 0.94 0.41
O 3.74690 -0.46954 0.48127 -0.86 -1.36 0.06
H -2.76714 -2.11959 -0.99063 0.44 -0.27 0.79
H -3.32914 -3.31413 -1.52170 -0.52 -1.06 -0.40
O -2.57432 -3.08341 -0.99355 0.12 1.03 -0.18
H -2.73383 2.14436 0.72747 -0.13 -0.05 -1.34
H -2.22631 2.72724 -0.64360 -0.36 -0.58 0.61
O -2.77944 1.97927 -0.24782 0.49 0.59 1.12
H 1.48794 4.57739 0.82501 -0.60 -0.04 0.08
H 0.51733 3.68038 1.67722 0.10 0.29 -0.24
O 0.56118 4.29100 0.89729 0.65 -0.22 0.33
H -3.02292 2.94516 -3.26043 0.22 0.05 -0.22
H -3.59917 2.46314 -1.98280 0.62 -1.42 2.90
O -3.83612 2.86700 -2.76491 -1.00 1.36 -2.76
H 3.01047 1.74418 3.34838 0.61 0.39 -0.10
H 2.80349 0.39961 2.60492 0.33 -0.13 -0.44
O 2.50188 0.94191 3.33598 -0.72 -0.44 0.38
H 1.62336 2.81792 -2.42274 -0.34 -0.33 -0.56
H 1.83685 3.35819 -1.05896 0.03 0.10 0.02
O 2.22680 3.37287 -1.94110 0.23 0.20 0.56
H 1.27484 -3.68446 1.40643 0.43 0.53 0.18
H 2.82898 -3.46414 1.76616 -1.10 -0.34 -0.14
O 2.16499 -4.08058 1.39221 0.71 0.04 -0.23
H -0.61410 4.09840 -0.25201 -0.41 0.19 -0.92
H -1.55253 4.87408 -1.31687 0.53 -1.54 0.61
O -1.24122 3.97143 -1.02623 0.00 1.47 -0.05
```
Forces are in eV/Å.



Entry from OMol25: C6H3Cl2CoNO3STi as an isolated structure at a distorted geometry (ωB97M-V/def2-TZVPD).

Calculated values
orbital gap (alpha / beta) = 6.342 / 5.374 eV
lowest unoccupied orbital energy (alpha / beta) = -18.47 / -20.23 eV
HOMO (alpha / beta) = -24.8 / -25.6 eV
net charge = +4
multiplicity = 6

XYZ file:
```
18
Properties=species:S:1:pos:R:3:forces:R:3
Co 0.44986 -1.46478 -3.61062 -2.77 -3.92 5.41
Ti -0.36196 1.24008 0.51558 -2.51 2.17 -4.07
Cl -0.39573 -1.13146 -1.55876 0.02 0.45 0.73
Cl -1.26884 3.17922 0.10251 0.89 -1.62 0.31
C 1.53267 1.71101 0.57686 10.52 2.92 0.18
C 1.08503 -1.78310 -5.21166 4.25 -3.66 -11.21
C 0.73968 0.23847 -3.86689 1.20 11.57 0.15
O 2.66908 2.00338 0.62110 -6.82 -1.74 -0.22
O 1.50198 -2.00781 -6.27417 -2.21 1.48 5.70
O 0.83861 1.38990 -3.77604 -0.35 -5.34 -0.70
S -2.17154 -1.21537 2.28097 0.37 -0.22 1.15
C -0.70748 -1.47425 3.18768 -3.23 -1.74 -0.92
C 0.11746 -0.37563 3.15873 0.57 4.12 -1.95
N -0.37258 0.65654 2.37580 -0.79 -1.34 2.05
C -1.73987 0.46572 2.00815 0.91 -3.30 3.84
H -0.50648 -2.41174 3.69132 -0.04 -0.36 0.15
H 1.08832 -0.25195 3.62029 0.29 -0.10 0.21
H -2.49820 1.23178 2.15916 -0.30 0.62 -0.82
```
Forces are in eV/Å.



Entry from OMol25: an isolated ion of composition C6H3Cl2FNO2S and charge -1 at a distorted geometry (ωB97M-V/def2-TZVPD).

Calculated values
orbital gap = 7.596 eV
lowest unoccupied orbital energy = 2.99 eV
HOMO = -4.6 eV
net charge = -1

XYZ file:
```
16
Properties=species:S:1:pos:R:3:forces:R:3
C 0.53816 1.49736 0.02982 1.14 1.41 0.14
C 1.94252 1.22027 0.14678 -4.44 -2.50 -0.96
C 0.03500 -0.87440 -0.23009 -1.37 1.40 -1.22
C -0.38318 0.46266 -0.24721 1.42 0.94 1.26
C 2.30727 -0.12275 0.01690 0.66 1.75 0.50
C 1.36963 -1.08804 -0.21514 0.39 -1.17 0.63
N -1.65343 0.88399 -0.40217 -2.62 -0.53 -0.36
O -4.08955 0.45438 0.04694 0.27 -0.06 -0.27
O -2.35033 -0.62405 1.48257 -1.07 0.45 -2.15
F -2.79028 -1.43746 -0.82268 -0.13 1.00 0.64
S -2.76084 -0.05879 0.17538 1.11 -0.77 1.97
Cl 3.95033 -0.55713 0.39947 0.31 0.17 -0.25
Cl 1.94829 -2.68413 -0.31314 0.11 -1.58 -0.21
H 0.06026 2.55635 0.18023 1.29 -2.10 -0.49
H 2.66382 1.92785 0.17801 1.99 2.25 0.62
H -0.78766 -1.55611 -0.42568 0.96 -0.64 0.15
```
Forces are in eV/Å.



Entry from OMol25: an isolated molecule of C6H3N3O6 at a distorted geometry (ωB97M-V/def2-TZVPD).

Calculated values
orbital gap = 8.446 eV
lowest unoccupied orbital energy = -1.98 eV
HOMO = -10.4 eV

XYZ file:
```
18
Properties=species:S:1:pos:R:3:forces:R:3
C 0.55776 0.17186 0.24120 1.70 0.97 -1.12
C 0.04986 -0.01964 -1.16158 -1.87 0.93 2.90
C -0.79462 -0.14618 0.87331 -0.90 -0.13 -1.23
C -0.07225 1.37018 -0.53064 -0.47 -1.73 0.35
C -1.25829 -0.55612 -0.52915 2.59 4.71 1.92
C -1.33945 1.08264 0.20729 0.01 -3.54 0.05
N 0.56873 2.59368 -0.79675 1.63 1.12 -0.92
N -2.33131 -1.21435 -1.01408 -1.33 -1.04 -0.63
N -2.55254 1.74337 0.44213 0.29 0.18 0.32
O 1.58412 2.49570 -1.49778 -0.85 0.09 0.60
O 0.14151 3.62514 -0.31139 0.02 -0.81 -0.14
O -2.22846 -1.51658 -2.19617 -0.77 -0.30 0.07
O -3.22753 -1.46082 -0.22150 -0.25 -0.17 -0.57
O -2.69310 2.71816 -0.26358 -1.08 0.39 0.09
O -3.24319 1.30000 1.34354 -0.32 0.47 -0.55
H 1.60816 0.19163 0.49235 -0.15 -0.18 0.52
H 0.48765 -0.23389 -2.04150 1.61 -0.83 -2.67
H -1.18760 -0.64609 1.71954 0.13 -0.14 1.01
```
Forces are in eV/Å.



Entry from OMol25: an isolated molecule of C6H3NO at a distorted geometry (ωB97M-V/def2-TZVPD).

Calculated values
orbital gap = 7.540 eV
lowest unoccupied orbital energy = -2.16 eV
HOMO = -9.7 eV

XYZ file:
```
11
Properties=species:S:1:pos:R:3:forces:R:3
C 0.19729 1.92561 -0.29979 2.74 -3.82 -5.62
C 0.15591 0.36944 -0.17847 -0.93 -1.46 4.26
C -0.54794 -0.09172 0.97038 -0.13 2.02 -0.22
C -1.25458 -1.32272 1.49750 -10.90 -4.03 2.30
C 0.97309 -0.51863 -0.96328 1.61 -3.30 -1.94
C 1.60986 -1.48212 -1.47262 -3.38 1.03 0.93
H 0.76840 1.98322 -1.35568 -0.61 1.05 1.77
H -0.70131 0.87756 1.61621 -0.51 -2.21 -0.80
H 1.61718 -2.55679 -1.93614 0.62 2.83 1.01
N -2.48836 -1.98859 1.88022 12.67 6.46 -3.78
O -0.32954 2.80474 0.24167 -1.16 1.43 2.10
```
Forces are in eV/Å.



Entry from OMol25: an isolated molecule of C6H4 at a distorted geometry (ωB97M-V/def2-TZVPD).

Calculated values
orbital gap (alpha / beta) = 8.343 / 8.343 eV
lowest unoccupied orbital energy (alpha / beta) = -0.66 / -0.66 eV
HOMO (alpha / beta) = -9.0 / -9.0 eV

XYZ file:
```
10
Properties=species:S:1:pos:R:3:forces:R:3
C 0.46280 0.49942 1.15857 -0.12 0.96 -0.67
C 1.54748 -0.27388 1.85362 -0.57 -0.55 -0.29
C -0.07231 0.22690 -0.02650 0.46 0.33 0.87
C 0.66850 -1.22202 1.79760 0.61 -0.46 0.62
C -0.66501 0.00923 -1.11191 -0.33 -0.18 -0.59
C -1.30600 -0.20333 -2.23447 0.08 0.13 0.27
H 0.10944 1.36668 1.70778 -0.20 0.00 -0.05
H 2.43286 0.16429 2.26795 0.11 -0.13 0.05
H -1.11084 -1.05563 -2.85947 0.17 -0.20 -0.14
H -2.06693 0.48836 -2.55318 -0.21 0.11 -0.07
```
Forces are in eV/Å.



Entry from OMol25: a 15-piece molecular cluster, C6H42NO14 overall at a distorted geometry (ωB97M-V/def2-TZVPD).

Calculated values
orbital gap = 9.576 eV
lowest unoccupied orbital energy = -2.74 eV
HOMO = -12.3 eV
net charge = +1

XYZ file:
```
63
Properties=species:S:1:pos:R:3:forces:R:3
C 1.02557 1.93904 -2.21897 -0.38 -2.28 2.14
C 1.02664 0.59652 -1.35218 0.92 -0.04 -1.14
C 2.15625 0.56007 -0.32185 -1.45 1.54 1.43
C 2.15904 -0.49484 0.78848 -0.64 -1.68 -0.66
C 3.96122 -1.82105 1.87568 -1.29 -0.36 0.02
C 3.52344 -0.68300 1.33974 2.89 0.27 1.14
N -0.36609 0.32875 -0.85340 -0.57 1.61 -2.48
H 0.11646 1.81356 -2.80955 0.61 0.76 -0.51
H 0.97545 2.72756 -1.48927 -0.22 0.74 0.02
H 1.99832 1.95797 -2.70652 -0.41 0.17 -0.53
H 1.19349 -0.17710 -2.12427 0.00 -0.06 0.61
H 3.02995 0.75806 -0.95109 0.41 -0.62 0.66
H 2.08034 1.37373 0.44013 0.07 0.68 -1.57
H 1.83319 -1.49464 0.43556 0.16 0.27 -0.07
H 1.40629 -0.27861 1.60183 0.72 0.24 -0.90
H 3.26948 -2.65450 2.04255 0.25 0.02 -0.32
H 4.95269 -1.96713 2.24790 0.42 0.17 0.17
H 4.33805 0.12648 1.43731 -1.84 -0.82 -0.87
H -0.82809 1.25149 -0.73242 -0.03 -0.76 0.44
H -0.52772 -0.28799 -0.08986 0.24 -0.55 1.00
H -0.90204 -0.12068 -1.64508 0.22 0.28 0.87
H -3.39954 -2.85201 0.75398 0.09 -0.14 -0.23
H -3.94352 -1.51271 1.21866 0.70 0.07 -0.57
O -3.41796 -1.92693 0.48764 -1.06 -0.15 1.33
H 3.75858 -1.31881 -2.09122 -0.08 0.46 -0.03
H 4.32241 -2.69411 -2.00233 0.17 0.93 -1.17
O 4.24894 -1.93262 -2.64167 -0.12 -1.38 1.25
H 0.88541 -2.10280 -4.47084 0.45 -0.37 -0.03
H 0.67828 -3.44234 -3.74908 0.18 -0.18 -0.13
O 0.31504 -2.56208 -3.84940 -0.33 0.41 0.18
H -3.01170 0.60132 -3.04046 -0.15 -0.14 -0.71
H -4.14616 -0.36029 -3.22017 -0.10 0.13 -0.24
O -3.91226 0.55926 -3.40893 0.30 -0.28 0.44
H -3.11029 -1.57969 -1.15307 1.54 0.53 -0.15
H -2.24191 -2.48081 -1.99252 0.54 1.60 0.14
O -2.24338 -1.53561 -1.66571 -1.47 -1.97 -0.75
H 1.81961 4.08191 0.60413 0.39 -0.13 -0.26
H 2.93904 3.53544 1.61484 -0.64 0.53 -0.54
O 2.06826 3.97422 1.52184 0.48 -0.13 0.81
H -3.77298 1.40966 -1.74180 0.12 0.33 0.60
H -3.13527 1.90477 -0.33550 -0.61 0.24 0.13
O -2.96301 1.57858 -1.21466 0.51 -0.20 -0.23
H -1.86064 1.53721 5.02570 -0.44 0.09 -0.79
H -1.21986 0.57053 4.08137 0.21 -0.36 -0.23
O -1.90437 1.25355 4.08858 0.39 0.42 0.94
H 0.30377 -3.66454 1.17722 0.12 -0.07 -0.12
H -0.79649 -3.50438 2.22478 0.38 0.37 -0.76
O -0.29114 -3.00557 1.54459 -0.56 -0.59 0.73
H -0.25231 0.70858 -5.12029 -0.13 0.57 -0.11
H -0.26853 -0.65025 -4.53734 -0.54 0.03 0.47
O -0.46509 0.26626 -4.29585 0.28 -0.61 -0.30
H -0.21918 -1.79781 3.54752 -0.04 0.13 -0.34
H -0.93218 -0.94528 2.44623 0.12 -0.59 -0.10
O -0.49147 -0.90833 3.29888 0.09 0.58 0.45
H -0.98925 2.33866 2.17302 0.10 0.38 0.23
H 0.06069 3.48112 2.13169 0.21 0.15 0.14
O -0.41385 2.85093 1.58671 -0.52 -0.84 -0.34
H 2.05598 2.05798 2.56799 -0.07 0.14 0.08
H 2.63117 0.73518 3.05118 0.19 -0.08 0.21
O 2.88810 1.57892 2.67065 -0.33 0.36 0.23
H -2.92493 0.01811 2.96372 -0.38 -0.06 0.33
H -4.21200 0.54978 2.37530 0.10 -0.63 0.27
O -3.76371 -0.29307 2.58379 -0.21 0.90 -0.27
```
Forces are in eV/Å.



Entry from OMol25: a 2-piece molecular cluster, C6H4Br2O2 overall at a distorted geometry (ωB97M-V/def2-TZVPD).

Calculated values
orbital gap (alpha / beta) = 6.967 / 6.933 eV
lowest unoccupied orbital energy (alpha / beta) = -2.13 / -2.15 eV
HOMO (alpha / beta) = -9.1 / -9.1 eV

XYZ file:
```
14
Properties=species:S:1:pos:R:3:forces:R:3
C 0.63892 2.87152 1.49912 0.58 -0.26 -0.45
C 0.12182 2.22912 0.63886 -2.10 -0.64 -1.05
C 0.76032 -2.88182 -0.42999 -1.26 1.95 -1.32
C 0.18096 -1.80662 -1.01393 -0.40 1.36 1.78
C 0.29017 -0.52596 -0.16740 1.59 -1.74 0.95
C -0.76716 1.59988 -0.30996 -0.37 1.20 1.99
O 0.91436 -0.36438 0.85456 -1.27 0.05 -1.78
O -0.46066 0.44370 -0.80655 -0.71 0.03 -1.22
Br -1.67311 2.80218 -1.49134 0.38 -0.82 0.53
Br -2.75647 0.80939 1.42243 1.26 0.52 -1.11
H 1.40393 3.21948 2.10285 0.60 0.78 1.11
H 0.60177 -3.77933 -0.90221 -0.20 -2.20 -1.09
H 1.31645 -2.95724 0.48033 0.21 0.79 0.36
H -0.57128 -1.65992 -1.87676 1.70 -1.01 1.31
```
Forces are in eV/Å.



Entry from OMol25: C6H4BrN2Se4TaTe as an isolated structure at a distorted geometry (ωB97M-V/def2-TZVPD).

Calculated values
orbital gap = 6.831 eV
lowest unoccupied orbital energy = -8.62 eV
HOMO = -15.5 eV
net charge = +2

XYZ file:
```
19
Properties=species:S:1:pos:R:3:forces:R:3
Ta -0.24135 0.33407 0.12172 1.26 -0.02 -0.97
Se 0.34502 0.66452 2.55506 0.04 -0.18 0.18
Se -1.44053 -0.79538 2.13398 -0.19 0.06 -0.27
Te -0.25902 -2.51945 0.60010 -0.09 -0.52 0.38
Se -0.84809 -1.43435 -1.57770 -0.43 0.21 0.34
Br 1.62983 2.28550 -0.44637 -0.24 0.57 0.16
C 2.74137 0.80821 -0.80866 0.14 0.03 -0.03
C 4.01474 0.94844 -1.29989 0.02 -0.18 0.00
C 4.68665 -0.23983 -1.56015 0.06 0.06 -0.02
C 4.05062 -1.45043 -1.32175 0.00 -0.02 0.02
C 2.76571 -1.45353 -0.81889 -0.03 0.01 0.05
N 2.09820 -0.31940 -0.55315 -0.36 0.13 0.11
H 4.45949 1.91712 -1.47548 -0.02 0.01 0.01
H 5.69655 -0.21281 -1.94796 -0.01 -0.02 0.00
H 4.54756 -2.38935 -1.51948 0.00 0.00 0.00
H 2.25210 -2.38138 -0.61564 0.04 -0.02 -0.03
Se -3.16136 3.80351 -1.39798 -0.01 0.03 -0.01
C -2.17281 2.58745 -0.84112 0.06 -0.21 0.10
N -1.44721 1.68300 -0.42166 -0.25 0.06 -0.03
```
Forces are in eV/Å.



Entry from OMol25: an isolated ion of composition C6H4BrO2 and charge -1 at a distorted geometry (ωB97M-V/def2-TZVPD).

Calculated values
orbital gap = 7.501 eV
lowest unoccupied orbital energy = 3.30 eV
HOMO = -4.2 eV
net charge = -1

XYZ file:
```
13
Properties=species:S:1:pos:R:3:forces:R:3
C -0.16582 -1.73016 0.15075 -1.21 -1.74 0.18
C -1.32997 -1.05866 0.04353 3.95 1.83 0.19
C 0.95206 -0.82453 0.11499 -1.48 4.77 -0.24
C 0.47263 0.54925 -0.00265 0.23 -3.79 0.00
C 1.19038 1.92116 -0.07997 -0.82 -1.42 0.00
C -1.05552 0.43651 -0.07811 -0.10 -1.77 -0.39
O 2.30244 1.94711 -0.58851 1.31 -0.04 -0.47
O 0.46695 2.81112 0.35914 -0.70 1.40 0.61
Br 2.75375 -1.28277 0.26296 0.16 -0.28 0.03
H -0.17378 -2.84860 0.25409 0.57 1.22 -0.18
H -2.26328 -1.39948 -0.08969 -3.16 -1.57 -0.18
H -1.51212 0.60862 -1.10987 0.68 0.79 1.26
H -1.63772 0.87044 0.76336 0.56 0.61 -0.81
```
Forces are in eV/Å.



Relative energy (zero: lowest compared OMol25 entry of this formula, charge and spin)
In order: 2.592 0.764 0.000 0.541 6.852 2.686 4.507 0.358 0.413 0.000
Unit: eV
Total energy
In order: -43750.388 -110470.966 -50454.807 -23011.225 -9799.355 -6279.789 -37052.125 -150461.748 -349525.245 -80424.393
Unit: eV